[1]
{"formula": "C2H6N3S2", "method": "ωB97M-V with the def2-TZVPD basis set", "orbital_gap_ev": 5.06, "charge": 1, "e_above_lowest_kcal_mol": 127.5, "homo_energy_ev": -11.915, "symbols": ["C", "C", "N", "N", "N", "S", "S", "H", "H", "H", "H", "H", "H"], "xyz": [[1.4265, 1.4603, -0.0426], [1.8955, 0.1357, 0.1923], [0.9759, -0.8046, 0.4110], [3.2383, -0.2328, 0.0429], [-0.7941, 0.2333, 0.1129], [-0.2721, 1.6447, -0.1405], [-5.1387, -0.1829, -0.1694], [1.8932, 2.3289, -0.4209], [0.9696, -1.7636, 0.2198], [3.9548, 0.2325, 0.6238], [3.5479, -1.1795, -0.0982], [-5.5134, -1.4069, 0.2431], [-6.1835, -0.4652, -0.9743]]}


[2]
{"formula": "C5H10N2O", "method": "ωB97M-V with the def2-TZVPD basis set", "orbital_gap_ev": [7.36, 7.37], "charge": 0, "e_above_lowest_kcal_mol": 104.6, "homo_energy_ev": [-7.532, -7.534], "symbols": ["C", "C", "C", "C", "C", "N", "N", "O", "H", "H", "H", "H", "H", "H", "H", "H", "H", "H"], "xyz": [[1.2598, -0.0089, 0.2694], [-1.6884, -1.0905, -0.4288], [1.1555, -0.8557, 1.5067], [-0.3023, 0.8294, -0.8317], [-0.4791, 1.3474, 0.5205], [0.4019, 1.6267, -1.7436], [-1.2069, -0.0147, -1.2496], [-0.9044, 1.2649, 1.6004], [0.1393, 1.3667, -2.6849], [0.3146, 2.6212, -1.5853], [1.4926, -0.5492, -0.6439], [1.9046, 0.8656, 0.3583], [-2.1062, -0.7472, 0.5349], [-2.4892, -1.6056, -0.9592], [-0.9071, -1.8255, -0.1965], [0.4684, -0.4287, 2.2464], [2.1295, -0.9289, 2.0036], [0.8175, -1.8671, 1.2831]]}


[3]
{"formula": "C4H16O3S", "method": "ωB97M-V with the def2-TZVPD basis set", "orbital_gap_ev": 9.50, "charge": 0, "e_above_lowest_kcal_mol": 16.3, "smiles": "CCCCS.O.O.O", "homo_energy_ev": -9.249, "symbols": ["C", "C", "C", "C", "S", "H", "H", "H", "H", "H", "H", "H", "H", "H", "H", "H", "H", "O", "H", "H", "O", "H", "H", "O"], "xyz": [[-2.2217, 0.5584, -0.5395], [-1.0279, -0.2233, -0.0061], [0.3071, -0.1369, -0.7732], [0.3790, 1.0457, -1.7180], [1.9809, 1.0897, -2.6487], [-3.0855, 0.2411, 0.0490], [-2.1394, 1.6435, -0.4291], [-2.4726, 0.4101, -1.5870], [-1.3501, -1.2674, 0.0249], [-0.9034, 0.0578, 1.0427], [0.3766, -1.0263, -1.3805], [1.1555, -0.1469, -0.1324], [0.2707, 2.0154, -1.2509], [-0.3591, 0.9637, -2.5128], [2.5641, 2.0445, -1.9268], [4.3668, 3.3563, -0.1887], [2.9784, 3.5645, -0.8155], [3.6892, 4.0204, -0.3594], [1.2152, -2.5961, 2.6953], [0.1692, -2.6347, 3.8197], [1.1037, -2.4911, 3.6462], [-1.5721, -3.4454, 1.4596], [-2.9642, -3.9135, 1.8824], [-2.4601, -3.1294, 1.6487]]}


[4]
{"formula": "C13H19ClOW", "method": "ωB97M-V with the def2-TZVPD basis set", "orbital_gap_ev": 7.56, "charge": 2, "homo_energy_ev": -16.499, "symbols": ["W", "C", "C", "C", "C", "C", "C", "C", "C", "C", "C", "H", "H", "H", "H", "H", "H", "H", "H", "H", "H", "H", "H", "H", "H", "Cl", "C", "H", "H", "C", "C", "O", "H", "H", "H"], "xyz": [[-0.3328, -0.3870, 0.2874], [0.4093, 0.9960, 4.5142], [-0.0719, -0.2994, 3.8724], [1.1004, -1.2520, 3.5905], [-0.9146, -0.0799, 2.6391], [-1.5847, -1.1710, 2.0291], [-2.5466, -0.8931, 1.0027], [-2.6980, 0.3672, 0.4226], [-3.7568, 0.6554, -0.5889], [-1.7379, 1.3621, 0.7788], [-0.9392, 1.1426, 1.9385], [0.8684, 0.7674, 5.4744], [-0.4076, 1.6938, 4.7017], [1.1700, 1.4922, 3.9068], [-0.7494, -0.8094, 4.5673], [1.8464, -0.7644, 2.9571], [0.7873, -2.1893, 3.1286], [1.5922, -1.4985, 4.5298], [-1.5490, -2.1577, 2.4700], [-3.1456, -1.7178, 0.6361], [-4.5895, 1.1431, -0.0747], [-4.1461, -0.2535, -1.0454], [-3.4082, 1.3429, -1.3586], [-1.7577, 2.3370, 0.3119], [-0.2837, 1.9414, 2.2619], [-0.7408, -2.3614, -1.1455], [-0.9633, -0.6517, -1.7036], [-1.9711, -0.5206, -2.0766], [-0.2088, -0.4172, -2.4535], [3.0059, -1.0777, -0.4223], [1.6918, -0.5740, -0.0370], [1.4287, 0.5269, 0.5082], [3.7372, -0.2753, -0.5112], [2.9377, -1.6788, -1.3281], [3.3207, -1.7614, 0.3782]]}


[5]
{"formula": "C3H4CeLiO4", "method": "ωB97M-V with the def2-TZVPD basis set", "orbital_gap_ev": [8.51, 8.47], "charge": 2, "e_above_lowest_kcal_mol": 108.6, "spin_multiplicity": 2, "homo_energy_ev": [-17.759, -17.688], "symbols": ["H", "C", "C", "O", "H", "H", "O", "C", "O", "Li", "H", "Ce", "O"], "xyz": [[2.7551, -0.4895, 0.1153], [1.6795, -0.6341, -0.0514], [1.4329, -1.6209, -1.1211], [1.3823, -0.2435, -1.4691], [2.2715, -2.1558, -1.5774], [0.4743, -2.1466, -1.1803], [-1.0746, 1.0037, -0.1262], [-1.8241, 1.5790, 0.7320], [-2.9978, 1.9173, 0.6570], [-0.1709, 0.8009, -1.7475], [-2.5381, 0.9843, 2.3595], [0.1758, 0.0397, 1.4560], [-1.5661, 0.9656, 1.9532]]}


[6]
{"formula": "C29H62LiN3O4", "method": "ωB97M-V with the def2-TZVPD basis set", "orbital_gap_ev": 5.06, "charge": 0, "e_above_lowest_kcal_mol": 0.3, "homo_energy_ev": -4.726, "symbols": ["Li", "C", "C", "C", "C", "C", "C", "N", "O", "C", "C", "C", "H", "H", "H", "H", "H", "H", "H", "H", "H", "H", "H", "H", "H", "H", "H", "H", "H", "H", "C", "C", "O", "H", "H", "H", "H", "H", "H", "C", "C", "C", "C", "C", "C", "N", "O", "C", "C", "C", "H", "H", "H", "H", "H", "H", "H", "H", "H", "H", "H", "H", "H", "H", "H", "H", "H", "H", "H", "C", "C", "C", "C", "C", "C", "N", "O", "C", "C", "C", "H", "H", "H", "H", "H", "H", "H", "H", "H", "H", "H", "H", "H", "H", "H", "H", "H", "H", "H"], "xyz": [[1.2267, 0.8575, -0.3765], [-2.4537, 1.3654, -1.2960], [-1.2983, 2.3042, -1.4498], [-1.8470, 3.6617, -1.9811], [-0.8630, 4.8290, -1.8735], [-0.5737, 4.9107, -0.3401], [0.0909, 3.6780, 0.2483], [-0.6128, 2.4783, -0.1911], [-0.4185, 1.3920, 0.5018], [0.1078, 3.6841, 1.7821], [1.5807, 3.5915, -0.1980], [-0.3713, 1.5993, -2.4502], [-3.0200, 1.3906, -2.1906], [-3.1454, 1.6811, -0.4719], [-2.1643, 0.3090, -1.1739], [-2.7551, 3.9031, -1.4026], [-2.1838, 3.5356, -3.0213], [-1.3739, 5.7145, -2.1908], [-0.0386, 4.6622, -2.5723], [-1.5079, 5.1125, 0.1802], [-0.0738, 5.8463, -0.1685], [0.3881, 4.5898, 2.2159], [0.6035, 2.8617, 2.2536], [-0.8407, 3.4703, 2.1670], [2.0861, 4.4987, 0.0741], [1.6728, 3.4815, -1.2640], [2.1284, 2.7128, 0.1364], [-0.9098, 1.2366, -3.3470], [0.1190, 0.7873, -1.9812], [0.4453, 2.1867, -2.8768], [2.3096, 0.5054, -4.1087], [2.9601, 1.4046, -2.9971], [2.7576, 0.9468, -1.6596], [2.2645, 1.0257, -4.9870], [1.2711, 0.2692, -3.9511], [2.8357, -0.4083, -4.3598], [2.5756, 2.4405, -3.0059], [3.9984, 1.5637, -3.2991], [3.1488, 0.0809, -1.6082], [3.7297, -1.9952, -2.2943], [3.8314, -2.1327, -0.8153], [5.1227, -1.4274, -0.3296], [5.3091, -1.4385, 1.2009], [4.1159, -0.6541, 1.7499], [2.7884, -1.2245, 1.3428], [2.7099, -1.4719, -0.1254], [1.5098, -1.6638, -0.5185], [1.7584, -0.2432, 1.7323], [2.3948, -2.5315, 2.0756], [3.8105, -3.6512, -0.5951], [4.0675, -1.0795, -2.6562], [2.8550, -2.2599, -2.7033], [4.5509, -2.5416, -2.6626], [5.0928, -0.4163, -0.6155], [5.9688, -1.8077, -0.8823], [6.2080, -0.9001, 1.5182], [5.3476, -2.4394, 1.5893], [4.1856, 0.3728, 1.4377], [4.1200, -0.6363, 2.8266], [1.3891, -2.5946, -0.4502], [1.8024, 0.7756, 1.4340], [1.7927, -0.2786, 2.8022], [0.6928, -0.5250, 1.5721], [1.5935, -3.0751, 1.6906], [2.3048, -2.4822, 3.1418], [3.2822, -3.1551, 1.9773], [4.2072, -4.2894, -1.4815], [2.7593, -4.0030, -0.4508], [4.3585, -3.9838, 0.2810], [-4.8381, -1.4408, -0.5227], [-4.8955, -1.3366, 0.9620], [-5.1129, -2.6931, 1.5497], [-3.8595, -3.5441, 1.5992], [-2.8545, -2.7509, 2.5101], [-2.5152, -1.4082, 1.8858], [-3.6635, -0.6336, 1.4730], [-3.7309, 0.6254, 1.6702], [-1.5791, -1.6311, 0.6580], [-1.6184, -0.6264, 2.9391], [-6.1257, -0.4505, 1.2622], [-4.0026, -2.0052, -0.9015], [-4.7163, -0.4732, -1.0082], [-5.8071, -1.8514, -0.8964], [-5.8527, -3.2506, 1.0142], [-5.4981, -2.6062, 2.5841], [-3.5134, -3.6748, 0.5647], [-4.0661, -4.5932, 1.9307], [-1.9486, -3.3116, 2.6875], [-3.3667, -2.5512, 3.4830], [-4.5938, 0.8663, 1.4044], [-2.0830, -2.1673, -0.1533], [-0.6805, -2.2172, 0.8976], [-1.1440, -0.6916, 0.3185], [-2.2466, -0.3303, 3.8207], [-1.1079, 0.2447, 2.5226], [-0.8837, -1.3912, 3.2503], [-6.0849, 0.4551, 0.5678], [-6.2236, -0.0807, 2.2926], [-7.1656, -0.8877, 1.0763]]}


no.,F_max (eV Å⁻¹)
1,6.37
2,1.06
3,1.39
4,0.14
5,8.08
6,8.93